Formula: C15H27BF4N9O3
Source: the OMol25 dataset
Level of theory: the ωB97M-V functional and the def2-TZVPD basis

Geometry as XYZ:
```
59
Properties=species:S:1:pos:R:3
B 0.3934 -0.3065 0.5174
F -0.2709 0.8953 0.8994
F -0.5449 -1.2385 0.0078
F 1.2805 0.0292 -0.5171
F 1.0219 -0.7582 1.6518
C -4.0383 0.0389 -0.8561
O -5.0832 0.5364 -1.2418
N -3.8068 -0.4132 0.4117
N -3.0038 -0.2776 -1.7198
H -2.8871 -0.7739 0.5841
H -4.5486 -0.4962 1.0769
H -2.9867 -0.0053 -2.6820
H -2.1679 -0.5415 -1.2277
C -1.5470 3.8206 -0.6947
O -2.3477 3.6680 0.2276
N -1.4944 5.0366 -1.3360
N -0.6099 2.9322 -1.0166
H -2.0072 5.7359 -0.8334
H -0.9231 5.0676 -2.1586
H -0.6229 2.0109 -0.5838
H 0.0736 3.1076 -1.7300
C -2.7903 0.8477 3.4509
O -3.2625 1.7619 2.7786
N -1.5720 0.2762 3.2344
N -3.4485 0.3162 4.4859
H -0.9946 0.4337 2.4078
H -1.3561 -0.5590 3.7492
H -4.3647 0.5764 4.7951
H -2.9252 -0.2059 5.1693
N 2.5592 2.1547 1.4463
C 2.9811 1.9744 2.7205
C 4.1644 2.7026 2.9473
C 4.2936 3.4246 1.7701
C 3.2995 3.1391 0.8521
H 1.8468 1.6187 0.9750
H 2.5714 1.2002 3.3508
H 4.7683 2.7109 3.8366
H 5.0445 4.1889 1.6064
H 3.1613 3.5915 -0.1133
N 1.0914 -1.1161 -3.0084
C 1.1781 -2.2872 -3.7473
C 0.4638 -2.0881 -4.9156
C -0.0853 -0.8219 -4.8521
C 0.2977 -0.2292 -3.6886
H 1.5368 -1.0260 -2.1079
H 1.8149 -3.0881 -3.4101
H 0.3124 -2.7481 -5.7557
H -0.6771 -0.3940 -5.6478
H -0.0126 0.7333 -3.3152
N 0.9245 -3.6041 0.2644
C 0.8834 -4.5921 -0.6614
C 1.8542 -5.5253 -0.3172
C 2.5341 -5.0446 0.8012
C 1.9206 -3.8505 1.1557
H 0.3891 -2.7505 0.1353
H 0.2057 -4.5973 -1.4993
H 2.0773 -6.3960 -0.9152
H 3.3165 -5.6188 1.2715
H 2.1192 -3.1764 1.9719
```

Properties
Total charge   -1
Relative energy (zero: lowest compared OMol25 entry of this formula, charge and spin)   33.1 kJ/mol
LUMO   2.747 eV
Electronic energy   -47104.148 eV
Highest occupied orbital energy   -5.75 eV
2S+1   1
HOMO-LUMO gap   8.496 eV

=====

Formula: C15H27BN9OPdS
Source: the OMol25 dataset
Level of theory: the ωB97M-V functional and the def2-TZVPD basis

Geometry as XYZ:
```
55
Properties=species:S:1:pos:R:3
Pd -0.7110 1.0378 -0.0814
C 1.7178 2.7001 -0.9544
N 1.4251 1.4606 -0.1515
C 1.9425 1.7014 1.2371
N 3.3542 2.0004 1.2271
C 3.5793 3.1982 0.4130
N 3.1296 2.9915 -0.9656
C 3.8528 1.8563 -1.5325
N 3.6303 0.6345 -0.7545
C 2.2167 0.3407 -0.7464
C 4.0708 0.8789 0.6223
H 1.1673 3.5328 -0.5182
H 1.3674 2.5271 -1.9765
H 1.7579 0.7991 1.8260
H 1.3799 2.5371 1.6576
H 4.6446 3.4292 0.4075
H 3.0369 4.0392 0.8476
H 4.9194 2.0806 -1.5405
H 3.5214 1.6928 -2.5602
H 2.0213 -0.5571 -0.1543
H 1.8669 0.1862 -1.7716
H 5.1384 1.0976 0.6163
H 3.9000 -0.0199 1.2185
B -0.8060 5.5739 0.8115
C -1.0314 4.0318 0.7366
N -1.2135 2.8890 0.6467
H -0.5523 5.8350 1.9594
H 0.1282 5.7891 0.0674
H -1.8259 6.0923 0.4253
N -2.2804 -2.0341 -0.2195
C -1.2539 -2.1869 0.5977
S -0.5395 -0.8378 1.4244
N -0.7353 -3.3786 0.8860
C -1.0509 -4.6955 0.4506
C -1.7210 -5.0031 -0.7241
C -1.9625 -6.3342 -1.0409
C -1.5366 -7.3537 -0.2084
C -0.8447 -7.0402 0.9534
C -0.6026 -5.7199 1.2812
H -2.6686 -1.1017 -0.3651
H -2.7506 -2.8279 -0.6264
H -0.0259 -3.3441 1.6055
H -2.0123 -4.2596 -1.4535
H -2.4795 -6.5654 -1.9610
H -1.7305 -8.3843 -0.4666
H -0.4942 -7.8236 1.6095
H -0.0707 -5.4800 2.1934
N -4.9287 1.1560 -0.0387
C -3.7628 1.4187 -0.6501
N -3.6336 2.5797 -1.3004
O -2.8459 0.5565 -0.6389
H -5.6821 1.8196 -0.0046
H -4.9951 0.3258 0.5220
H -4.2903 3.3293 -1.1688
H -2.7307 2.8287 -1.6688
```

Properties
Total charge   +1
Relative energy (zero: lowest compared OMol25 entry of this formula, charge and spin)   0.0 kJ/mol
LUMO (alpha / beta)   -2.640 / -5.449 eV
Expectation value of S²   2.006
Electronic energy   -46437.385 eV
Highest occupied orbital energy (alpha / beta)   -11.62 / -11.59 eV
2S+1   3
HOMO-LUMO gap (alpha / beta)   8.980 / 6.143 eV